{
  "formula": "H26O13",
  "method": "wB97M-V/def2-TZVPD",
  "species": ["O", "H", "H", "O", "H", "H", "O", "H", "H", "O", "H", "H", "O", "H", "H", "O", "H", "H", "O", "H", "H", "O", "H", "H", "O", "H", "H", "O", "H", "H", "O", "H", "H", "O", "H", "H", "O", "H", "H"],
  "positions_angstrom": [[-8.07645, -6.89550, 15.85468], [-7.99448, -7.85474, 15.75457], [-7.39944, -6.53367, 15.27580], [-6.99296, -10.03557, 13.30012], [-6.04519, -9.88426, 13.30566], [-7.28256, -9.93356, 14.23599], [-6.98831, -13.26573, 18.39408], [-7.64460, -13.33463, 17.66259], [-6.31042, -13.91817, 18.17732], [-10.42078, -10.22353, 17.24005], [-10.44310, -10.57902, 18.13879], [-11.19118, -10.61136, 16.80616], [-9.41332, -11.77953, 13.90045], [-9.34755, -12.66424, 13.52253], [-8.66183, -11.28953, 13.53442], [-3.45407, -9.96665, 18.00775], [-4.31240, -10.32089, 18.33391], [-2.98410, -9.67578, 18.79414], [-2.94090, -10.45820, 15.34271], [-3.09672, -10.33699, 16.30355], [-2.59381, -9.62096, 15.02349], [-2.96061, -13.24681, 15.57636], [-2.45447, -13.54669, 14.81538], [-2.96178, -12.26927, 15.50863], [-4.27548, -14.68933, 17.48050], [-3.69499, -14.42557, 18.20178], [-4.00489, -14.10806, 16.73168], [-7.69836, -9.99294, 15.94324], [-8.54150, -10.20261, 16.37689], [-7.02267, -10.27106, 16.57237], [-8.94673, -13.23128, 16.35716], [-8.84858, -14.12319, 16.00206], [-9.26779, -12.69769, 15.59571], [-5.92283, -10.89288, 18.94189], [-6.30596, -11.81496, 18.91322], [-6.53967, -10.37083, 19.46191], [-10.70322, -7.95279, 18.78442], [-9.98323, -8.05411, 19.41305], [-10.50871, -8.58657, 18.05814]],
  "forces_ev_per_a": [[0.0, -0.1, 0.0], [0.0, 0.1, 0.1], [0.0, 0.0, 0.0], [-0.5, 0.0, 0.4], [0.1, -0.1, 0.0], [0.4, 0.0, -0.4], [-0.5, -0.4, -0.4], [0.3, 0.4, 0.5], [0.4, -0.1, 0.0], [0.1, -0.4, 0.0], [0.0, -0.1, -0.1], [0.1, 0.1, -0.1], [-0.2, -0.3, 0.1], [0.0, 0.2, -0.3], [0.2, 0.0, 0.0], [-0.4, -0.2, 0.2], [0.2, 0.1, 0.0], [0.1, 0.0, -0.1], [-0.2, -0.1, 0.2], [0.1, 0.3, -0.1], [0.0, -0.1, 0.0], [0.0, 0.5, -0.1], [-0.1, 0.0, 0.1], [0.1, -0.4, -0.2], [-0.3, 0.4, -0.1], [0.0, -0.1, -0.1], [0.1, -0.4, 0.4], [-0.2, 0.1, 0.4], [-0.1, 0.0, -0.2], [0.1, 0.0, 0.1], [-0.3, -0.1, -0.4], [-0.1, 0.1, 0.1], [0.5, 0.1, 0.4], [-0.3, -0.3, 0.0], [0.2, 0.5, -0.3], [0.1, 0.1, 0.1], [0.1, -0.5, -0.3], [0.0, 0.1, 0.0], [-0.2, 0.7, 0.5]],
  "energy_ha": -993.75170,
  "homo_lumo_gap_ev": 10.93,
  "e_above_lowest_kcal_mol": 13.5,
  "total_charge": 0,
  "e_homo_ha": -0.4019,
  "spin_multiplicity": 1
}